1.
{
  "formula": "C22H58BN5O7P",
  "method": "the ωB97M-V functional and the def2-TZVPD basis",
  "max_force_ha_per_bohr": 0.084,
  "charge": 1,
  "total_energy_ha": -2039.3045,
  "gap_ev": 6.386,
  "species": ["H", "H", "H", "C", "O", "H", "H", "N", "H", "H", "H", "H", "C", "H", "H", "O", "H", "H", "N", "H", "C", "C", "H", "H", "C", "H", "H", "H", "H", "H", "H", "O", "O", "H", "C", "C", "C", "H", "H", "C", "H", "N", "H", "C", "H", "C", "H", "O", "H", "H", "O", "C", "H", "C", "H", "N", "H", "N", "B", "H", "H", "H", "C", "H", "H", "H", "H", "H", "H", "C", "H", "H", "C", "C", "C", "H", "H", "H", "H", "H", "H", "H", "C", "H", "H", "P", "C", "H", "C", "C", "H", "H", "H", "O"],
  "coordinates": [[0.66934, 0.76202, 2.01945], [5.68445, 6.95507, 3.10603], [6.38676, 5.36923, 2.82385], [5.05580, 0.52774, -3.51641], [1.19281, 3.40683, -3.02249], [-3.34208, -3.69816, 3.50209], [-5.83641, -4.80709, -1.56068], [-1.00017, 0.58845, 0.45847], [-3.64347, -2.61824, -0.21315], [6.86262, 6.30403, 4.25263], [4.26266, 4.01205, 3.10657], [0.72469, 3.75608, -3.83655], [5.21379, -2.00347, -3.93376], [1.37730, 0.52029, -1.16054], [5.48157, -2.37377, -2.94070], [-6.58692, -4.06239, 0.16279], [2.34342, 5.01574, 1.33612], [-9.23561, -2.82158, -0.96575], [-6.89585, -2.26437, -2.06429], [7.31222, -0.05418, -2.51961], [6.01959, 6.03906, 3.60584], [6.97672, 3.03211, 4.30723], [-1.69162, 5.04019, -0.61073], [-1.27771, 5.49800, 1.17147], [6.54999, -0.04686, -1.73466], [-0.93773, -2.86533, 1.13917], [-3.96074, -2.03628, 3.58092], [-9.49697, -4.41583, -1.69496], [-1.60669, -4.71011, -0.18986], [2.54548, -0.25560, -2.99385], [6.96457, 0.45382, -0.85472], [5.67492, 3.10174, 4.86849], [1.40332, 4.77474, 1.61611], [-3.66788, -5.88592, -0.14561], [-6.82792, -4.58265, -1.14791], [5.34598, 4.37072, 5.44134], [-0.74960, 0.98823, -4.32653], [-0.60515, 2.24540, 1.79828], [-4.44639, -4.73521, 0.93029], [0.91690, 2.26228, 0.11783], [-6.84387, -1.98485, -1.08030], [-3.00492, -3.24539, -0.71117], [3.07141, 4.56170, 4.03483], [-3.69109, -2.85160, 2.90314], [4.41165, 6.24668, 4.97984], [-1.22938, 4.59942, 0.39733], [-1.37326, 1.97602, -4.26109], [-2.69266, -2.37362, 2.01477], [-1.75692, 0.13895, 1.05092], [-7.41935, -3.98947, -3.12364], [5.37940, 0.65254, -2.12846], [-2.42841, -4.16157, 0.28480], [2.03415, 2.12559, 0.43861], [-0.82919, 0.52252, -0.90465], [-1.50680, -4.07170, 2.28053], [3.19938, -1.03839, -2.95096], [-7.36274, -5.53828, -1.09427], [3.87588, 4.87858, 3.49206], [0.79469, 2.00466, -2.71883], [4.51191, 4.17512, 6.12685], [-3.15293, -5.78095, 1.54272], [-2.26846, -2.62228, -1.04513], [-7.70787, -4.12070, 1.03147], [-8.32508, -5.00632, 0.85276], [-4.58847, -3.12229, 2.34417], [6.17141, 4.74376, 6.05913], [-1.26258, 0.06464, -3.77578], [-8.30412, -3.21210, 0.93178], [-1.53152, -0.08327, -1.61818], [-9.02292, -3.43965, -1.84196], [4.38969, 1.37079, -3.73868], [7.70126, 3.63298, 4.86509], [4.87803, 5.42992, 4.41696], [0.55459, 1.38365, -1.21613], [0.03156, 1.41270, 1.25191], [-9.51354, -2.95796, -2.69546], [-0.73984, 0.67930, -5.47942], [-1.88695, 3.73496, 0.83534], [5.94831, 0.66831, -4.13755], [-5.91718, -2.35980, -2.33868], [-7.33818, -4.15874, 2.06042], [6.94829, 3.34081, 3.26085], [-7.52686, -3.59240, -2.10766], [6.13864, -1.78592, -4.47836], [3.57993, -0.98250, -2.00168], [0.60951, 4.14431, 0.16006], [4.30787, -0.77519, -3.88139], [6.29377, -1.06606, -1.44037], [-3.48434, -5.19093, 0.68174], [-1.83607, -3.39062, 1.48689], [3.88802, -0.64195, -4.88509], [4.70916, -2.82640, -4.45275], [7.30153, 1.98773, 4.33202], [0.65948, 1.10848, -3.92154]],
  "mulliken_charge": [0.290, 0.339, 0.282, -0.715, -0.511, 0.326, 0.308, 0.078, 0.333, 0.349, 0.303, 0.313, -1.539, -0.053, 0.292, -0.178, 0.337, 0.285, -0.738, 0.315, -1.401, -0.625, 0.294, 0.337, -0.704, 0.329, 0.263, 0.343, 0.388, 0.172, 0.240, -0.379, -0.507, 0.363, -0.792, -0.667, -0.636, 0.330, 0.038, -0.029, 0.331, -0.591, 0.208, -0.508, 0.384, -0.957, 0.287, -0.301, 0.264, 0.411, -0.355, 0.359, 0.372, -0.126, 0.427, -0.718, 0.459, -0.405, 1.117, 0.339, 0.402, 0.141, -0.872, 0.366, 0.036, 0.415, 0.162, 0.274, 0.157, -1.419, 0.305, 0.295, 0.144, 0.140, -0.788, 0.365, 0.245, 0.272, 0.468, 0.276, 0.273, 0.213, 0.290, 0.359, 0.358, 0.131, 0.400, 0.262, -1.176, -0.801, 0.434, 0.384, 0.260, -0.540]
}

***

2.
{
  "formula": "C16H19N2O8P",
  "method": "the ωB97M-V functional and the def2-TZVPD basis",
  "max_force_ha_per_bohr": 0.081,
  "charge": 0,
  "total_energy_ha": -1673.9896,
  "relative_energy_ev": 0.502,
  "gap_ev": 9.215,
  "species": ["H", "O", "H", "H", "H", "C", "C", "N", "H", "H", "H", "C", "O", "C", "H", "C", "O", "O", "C", "H", "H", "O", "H", "O", "H", "H", "C", "H", "H", "C", "P", "C", "H", "H", "O", "C", "C", "C", "O", "H", "C", "C", "N", "H", "C", "C"],
  "coordinates": [[-0.66000, 1.67223, 1.16960], [-1.29426, 0.03248, -1.49889], [-6.68974, 4.66985, -2.43802], [-7.43110, 1.67131, 0.55216], [1.59969, -0.12898, -2.38523], [0.48946, -1.95731, -1.00493], [-0.55231, 0.59687, 0.94678], [2.09603, -1.56118, 1.46954], [-1.83458, -1.14865, 1.05595], [-5.21801, 0.76270, 0.17491], [5.15062, -2.79161, 2.23763], [-6.37005, 3.81405, -1.86992], [-3.63698, -0.87313, -1.34034], [-7.17574, 3.30333, -0.90017], [-4.47513, 3.73496, -2.83058], [0.91978, -0.54851, -0.56808], [-2.85252, 0.63812, 0.64587], [0.51330, 0.09405, 1.72671], [3.28959, -3.84893, 2.47831], [0.27203, -2.01971, -2.10392], [-8.18908, 3.66760, -0.77672], [0.18249, -2.72284, 1.89266], [3.55458, -1.07639, 2.80689], [3.66414, -4.93207, 2.90637], [1.34791, -4.42148, 2.81863], [0.13728, 1.33251, -0.95938], [-5.52683, 1.62664, -0.41335], [-0.38638, -2.33341, -0.46023], [2.29601, 0.38398, 0.75151], [1.50527, -0.38991, 0.84726], [-2.83555, 0.31903, -0.96474], [-1.85923, -0.10319, 1.29895], [4.05386, -0.76392, 1.14035], [4.28184, -3.22466, 0.72823], [1.91861, -0.10719, -1.46725], [-6.77881, 2.16081, -0.15334], [3.51652, -1.46665, 1.79694], [-5.13243, 3.26846, -2.10567], [-3.43216, 1.72215, -1.68501], [-2.07989, -0.03930, 2.39098], [-0.24297, 0.40934, -0.56472], [4.16887, -2.85056, 1.74878], [1.95216, -3.67097, 2.61197], [1.26952, -2.69425, -0.83439], [1.36347, -2.60298, 1.99418], [-4.67676, 2.15529, -1.39658]],
  "mulliken_charge": [0.301, -0.433, 0.378, 0.385, 0.443, -1.826, 0.116, 0.272, 0.363, 0.410, 0.363, -0.549, -0.707, -0.368, 0.373, 1.902, -0.273, -0.466, 0.315, 0.396, 0.338, -0.584, 0.340, -0.653, 0.303, 0.459, -0.108, 0.338, 0.366, -0.865, 0.895, -0.642, 0.366, 0.269, -0.689, -0.847, -0.570, -0.211, -0.363, 0.348, -0.513, -0.510, -0.099, 0.401, 0.383, 0.455]
}